The following is a DFT calculation (wB97M-V/def2-TZVPD) of a single C5H12N2 molecule in a non-equilibrium geometry.

Atoms and positions in Å:
N -1.841 -0.014 -2.007
C -0.543 -0.472 -1.475
C -0.415 -0.614 0.022
C -0.614 0.541 1.008
C 0.792 1.184 1.012
C 1.796 0.100 0.656
N 0.959 -1.133 0.276
H -1.931 0.952 -1.681
H -2.642 -0.443 -1.547
H 0.308 0.066 -1.916
H -0.398 -1.428 -2.019
H -1.004 -1.500 0.282
H -0.870 0.007 1.928
H -1.439 1.214 0.750
H 0.971 2.073 0.424
H 0.905 1.317 2.099
H 2.444 -0.341 1.416
H 2.417 0.326 -0.213
H 1.105 -1.835 0.985

Values from the calculation:
* SMILES: NC[C@@H]1CCCN1
* total charge: 0
* calculated total energy: -8358.726 eV
* gap between HOMO and LUMO: 9.611 eV
* energy relative to the best compared isomer or geometry (same formula, charge and spin): 32.5 kcal per mole
* highest occupied orbital energy: -0.3181 Ha